(1)
Density functional theory data (wB97M-V/def2-TZVPD) for a gas-phase ion, C2H3IN (charge +1).

## Properties
energy relative to the best compared isomer or geometry (same formula, charge and spin): 354.9 kJ/mol
charge: +1
LUMO: -5.28 eV
E_tot: -11700.6981 eV
HOMO: -13.8 eV
structure (SMILES): [NH3+]C#CI

Each line ends with the Mulliken charge.
CARTESIAN COORDINATES (ANGSTROEM)
C  0.089  0.381  0.346  -0.12
C  1.544  0.285  0.137  -0.23
N  -1.093  -0.231  -0.067  -0.16
I  3.531  0.769  0.112  0.45
H  -1.491  0.317  -0.702  0.33
H  -1.660  -0.427  0.732  0.38
H  -0.919  -1.095  -0.558  0.34

Forces on atoms 1 to 3 (eV/Å):
13.3 0.5 -0.7
-10.2 0.8 1.3
2.3 -3.3 2.1

***

(2)
Density functional theory data (wB97M-V/def2-TZVPD) for 2 unconnected molecules or ions with the total composition C4H12.

## Properties
energy relative to the best compared isomer or geometry (same formula, charge and spin): 115.0 kJ/mol
multiplicity: 2
charge: -1
LUMO (spin up / spin down): 4.31 / 4.39 eV
⟨S²⟩: 0.75
E_tot: -4339.8444 eV
HOMO (spin up / spin down): 1.5 / -7.5 eV

Each line ends with the Mulliken charge.
CARTESIAN COORDINATES (ANGSTROEM)
C  -1.495  -0.010  0.169  -1.96
C  -3.058  -0.278  -0.270  -0.79
H  -1.679  0.713  1.043  0.34
H  -0.992  -0.868  0.498  0.03
H  -0.840  0.546  -0.599  0.25
H  -3.542  0.670  0.201  0.40
H  -3.609  -1.135  0.142  0.43
H  -3.123  -0.348  -1.367  0.43
C  1.790  0.128  0.608  -1.00
C  2.708  -0.001  -0.618  -1.41
H  2.441  0.527  1.409  0.78
H  0.947  0.862  0.659  0.17
H  1.473  -0.875  0.866  0.07
H  2.425  0.715  -1.444  0.49
H  3.654  0.353  -0.232  0.19
H  2.899  -0.999  -1.064  0.57

Forces on atoms 1 to 3 (eV/Å):
-2.5 2.4 -0.3
1.3 1.9 0.7
1.0 -1.0 -0.9

***

(3)
Density functional theory data (wB97M-V/def2-TZVPD) for 4 unconnected molecules or ions with the total composition C5H20N2O4.

## Properties
energy relative to the best compared isomer or geometry (same formula, charge and spin): 66.7 kJ/mol
LUMO: 0.48 eV
E_tot: -16679.2683 eV
HOMO: -8.8 eV
structure (SMILES): C[C@@H](N)CNCCO.O.O.O

Each line ends with the Mulliken charge.
CARTESIAN COORDINATES (ANGSTROEM)
N  1.239  -2.232  1.716  -0.68
C  1.656  -1.102  0.901  0.47
C  2.355  -0.084  1.800  -1.54
C  0.492  -0.373  0.208  -0.68
N  0.066  -1.003  -1.016  -0.39
C  -1.266  -0.672  -1.492  -0.26
C  -2.375  -1.399  -0.708  -0.58
O  -1.893  -2.410  0.157  -0.55
H  -0.992  -2.616  -0.142  0.31
H  0.847  -1.978  2.613  0.26
H  0.586  -2.824  1.225  0.22
H  2.348  -1.479  0.144  0.30
H  2.947  0.601  1.204  0.38
H  2.929  -0.580  2.580  0.42
H  1.611  0.483  2.377  0.32
H  -0.370  -0.352  0.872  0.14
H  0.757  0.689  0.065  0.39
H  0.721  -0.993  -1.785  0.25
H  -1.331  -0.913  -2.537  0.59
H  -1.427  0.410  -1.387  0.12
H  -2.984  -0.711  -0.127  0.22
H  -3.072  -1.869  -1.402  0.29
H  1.208  1.888  -3.231  0.26
H  0.793  2.436  -1.799  0.35
O  1.040  1.651  -2.318  -0.59
H  -2.649  1.627  0.938  0.31
H  -1.135  1.244  1.230  0.37
O  -1.736  1.922  0.903  -0.68
H  -0.624  2.949  -0.400  0.35
H  0.400  3.942  0.092  0.33
O  -0.141  3.747  -0.682  -0.71

Forces on atoms 1 to 3 (eV/Å):
0.3 -0.5 -0.1
-0.5 0.6 0.6
-0.4 -0.3 0.4

***

(4)
Density functional theory data (wB97M-V/def2-TZVPD) for 2 unconnected molecules or ions with the total composition C22H25Cl2N5O6S.

## Properties
LUMO: -0.10 eV
E_tot: -78838.7797 eV
HOMO: -8.3 eV
structure (SMILES): Cc1[nH]c(C(=O)Nc2nc3cc(O)c(C(=O)O)cc3s2)c(Cl)c1Cl.CNC(=O)[C@@H](NC(C)=O)C(C)C

Each line ends with the Mulliken charge.
CARTESIAN COORDINATES (ANGSTROEM)
O  -5.046  3.490  10.896  -0.72
O  -1.035  3.304  2.481  -0.70
O  1.696  -3.306  -7.339  -0.73
O  0.494  -0.515  -3.980  -0.68
Cl  0.249  -1.135  2.595  -0.27
Cl  2.213  -1.274  -0.256  -0.24
N  -2.508  1.009  5.560  -0.72
O  -4.159  5.337  9.942  -0.44
O  -4.697  1.088  9.859  -0.63
S  -2.114  3.586  5.236  -0.19
C  -4.430  4.011  9.977  1.03
C  -0.856  2.096  2.580  0.64
C  1.327  -4.055  -6.445  0.82
C  0.892  -1.246  -4.884  0.08
C  -2.000  1.893  4.739  0.57
C  0.498  0.195  1.487  0.09
C  1.327  0.129  0.291  0.49
C  -0.005  1.474  1.569  0.10
C  1.291  1.360  -0.315  -0.18
C  -3.640  1.021  7.743  -0.75
C  -3.341  3.798  7.756  -0.79
C  -3.026  1.656  6.671  -0.17
C  -4.108  1.767  8.830  0.14
C  -2.890  3.034  6.684  0.70
C  -3.961  3.175  8.855  0.17
N  -1.400  1.369  3.613  -0.04
N  0.484  2.171  0.466  0.00
N  0.560  -1.039  -6.163  0.00
N  1.365  -3.742  -5.148  -0.11
C  0.795  -5.428  -6.784  -1.36
C  1.982  1.784  -1.578  -0.69
C  -0.280  0.051  -6.658  -0.99
C  3.744  -0.918  -3.976  -1.36
C  4.170  -3.328  -4.319  -1.58
C  3.279  -2.155  -4.757  0.45
C  1.777  -2.456  -4.530  -0.15
H  -4.549  5.701  10.751  0.36
H  -4.993  1.744  10.527  0.35
H  -3.751  -0.057  7.733  0.47
H  -3.205  4.876  7.722  0.44
H  -1.279  0.364  3.601  0.19
H  0.278  3.154  0.277  0.26
H  0.942  -1.690  -6.842  0.21
H  1.043  -4.455  -4.513  0.29
H  1.392  -6.184  -6.278  0.36
H  -0.245  -5.501  -6.470  0.34
H  0.860  -5.577  -7.862  0.35
H  2.590  0.969  -1.977  -0.18
H  1.243  2.062  -2.335  0.31
H  2.633  2.642  -1.385  0.40
H  0.347  0.893  -6.955  0.29
H  -0.970  0.381  -5.878  0.34
H  -0.856  -0.289  -7.520  0.34
H  3.573  -1.065  -2.910  0.15
H  3.204  -0.033  -4.311  0.37
H  4.807  -0.749  -4.148  0.46
H  3.992  -3.564  -3.269  0.34
H  5.219  -3.068  -4.455  0.44
H  3.963  -4.208  -4.928  0.34
H  3.455  -1.969  -5.816  0.33
H  1.657  -2.580  -3.454  0.62

Forces on atoms 1 to 3 (eV/Å):
0.1 0.8 0.2
-0.2 -0.1 0.4
0.1 0.4 -0.1

***

(5)
Density functional theory data (wB97M-V/def2-TZVPD) for a molecular structure, C13H27CoN9O3SSi.

## Properties
energy relative to the best compared isomer or geometry (same formula, charge and spin): 22.4 kJ/mol
multiplicity: 2
LUMO (spin up / spin down): 0.12 / 0.11 eV
⟨S²⟩: 1.18
E_tot: -89810.2420 eV
HOMO (spin up / spin down): -6.4 / -6.4 eV

Each line ends with the Mulliken charge.
CARTESIAN COORDINATES (ANGSTROEM)
Co  -0.160  -0.297  0.067  0.48
C  3.935  0.627  -0.440  -1.89
C  2.451  0.479  -0.600  0.63
N  1.732  -0.272  0.255  0.80
N  2.351  -0.987  1.259  -0.38
C  1.601  -1.509  2.216  0.48
N  2.221  -2.221  3.193  -0.48
S  -0.077  -1.255  2.238  -0.62
C  1.736  1.059  -1.610  0.12
C  2.207  1.991  -2.593  -0.89
C  1.331  2.758  -3.273  -0.77
C  -0.065  2.710  -2.877  -0.58
C  -0.526  1.746  -2.080  -0.77
N  0.332  0.626  -1.719  1.14
H  4.209  0.669  0.616  0.43
H  4.287  1.544  -0.904  0.48
H  4.455  -0.215  -0.904  0.33
H  3.311  -1.279  1.134  0.34
H  3.157  -2.559  3.041  0.19
H  1.627  -2.806  3.753  0.24
H  3.271  2.091  -2.766  0.38
H  1.666  3.468  -4.016  0.42
H  -0.733  3.510  -3.171  0.43
H  -1.523  1.707  -1.666  0.54
N  -2.019  -1.592  -0.547  -0.31
N  -1.940  -2.943  -0.207  -0.30
C  -0.732  -3.547  -0.083  0.57
N  -0.724  -4.750  0.500  -0.43
N  0.290  -2.910  -0.643  -0.29
N  1.545  -3.392  -0.467  1.23
O  2.403  -2.869  -1.150  -0.66
O  1.813  -4.264  0.377  -0.85
H  -2.413  -0.998  0.188  0.22
H  -2.533  -1.462  -1.409  0.28
H  -2.721  -3.358  0.276  0.19
H  -1.544  -5.095  0.965  0.19
H  0.189  -5.121  0.723  0.20
C  0.257  -0.401  -2.793  -1.03
H  0.901  -1.235  -2.526  0.11
H  0.569  0.037  -3.743  0.43
H  -0.771  -0.751  -2.876  0.21
C  -1.256  2.245  2.944  -1.04
Si  -2.313  1.955  1.419  0.02
C  -2.402  3.582  0.479  -1.12
C  -4.055  1.530  1.996  -1.15
O  -1.752  0.774  0.480  -0.33
H  -1.672  3.031  3.578  0.40
H  -0.247  2.547  2.651  0.25
H  -1.165  1.335  3.542  0.29
H  -2.678  4.414  1.132  0.39
H  -3.138  3.535  -0.328  0.31
H  -1.432  3.811  0.031  0.30
H  -4.501  2.334  2.587  0.35
H  -4.050  0.627  2.612  0.27
H  -4.705  1.348  1.136  0.28

Forces on atoms 1 to 3 (eV/Å):
0.0 0.5 0.3
0.0 0.0 0.0
0.1 0.1 -0.1

***

(6)
Density functional theory data (wB97M-V/def2-TZVPD) for a molecular structure, C48H67CrNO5PSe.

## Properties
energy relative to the best compared isomer or geometry (same formula, charge and spin): 1361.2 kJ/mol
multiplicity: 2
charge: -2
LUMO (spin up / spin down): 4.05 / 4.05 eV
⟨S²⟩: 0.77
E_tot: -165637.2781 eV
HOMO (spin up / spin down): 0.3 / 0.1 eV

Each line ends with the Mulliken charge.
CARTESIAN COORDINATES (ANGSTROEM)
Cr  -0.818  0.280  1.433  -0.23
C  -1.878  -3.317  -5.195  -1.62
C  -0.570  -2.856  -4.673  2.28
C  0.431  -3.938  -4.801  -1.57
C  -0.127  -1.747  -5.533  -1.95
C  -0.712  -2.473  -3.233  0.07
C  -0.460  -1.219  -2.789  -0.42
C  -0.610  -0.901  -1.445  0.32
Se  -0.294  0.899  -0.828  0.61
C  1.636  0.479  -0.383  -0.84
C  2.538  0.722  -1.413  -0.72
C  3.866  0.554  -1.248  0.09
C  4.312  0.120  0.005  -0.53
C  3.482  -0.153  1.073  1.25
C  2.066  0.013  0.916  -0.21
O  1.095  -0.202  1.870  -0.60
C  4.241  -0.575  2.273  2.36
C  4.999  -1.806  1.954  -1.71
C  3.467  -0.882  3.473  -1.63
C  5.161  0.518  2.654  -1.70
C  4.865  0.825  -2.352  2.06
C  5.796  1.886  -1.920  -1.69
C  5.613  -0.411  -2.658  -1.58
C  4.249  1.277  -3.606  -1.91
C  -1.027  -1.908  -0.488  0.05
O  -1.153  -1.599  0.791  -0.32
C  -1.287  -3.174  -0.989  0.09
C  -1.128  -3.429  -2.318  -0.44
C  -1.751  -4.232  -0.040  3.00
C  -1.999  -5.530  -0.682  -2.62
C  -0.724  -4.465  1.003  -1.40
C  -3.035  -3.815  0.587  -1.46
H  -1.786  -3.611  -6.282  0.44
H  -2.644  -2.492  -5.108  0.29
H  -2.262  -4.209  -4.636  0.27
H  0.549  -4.241  -5.888  0.44
H  0.134  -4.858  -4.226  0.26
H  1.441  -3.586  -4.410  0.24
H  -0.039  -2.099  -6.603  0.45
H  0.888  -1.364  -5.214  0.15
H  -0.875  -0.892  -5.509  0.30
H  -0.134  -0.419  -3.466  0.16
H  2.122  1.066  -2.374  0.04
H  5.408  -0.011  0.142  0.03
H  4.282  -2.639  1.676  0.29
H  5.607  -2.135  2.848  0.44
H  5.716  -1.665  1.100  0.24
H  2.779  -1.743  3.285  0.07
H  2.890  0.019  3.833  0.11
H  4.175  -1.185  4.304  0.59
H  5.883  0.781  1.837  0.24
H  5.772  0.221  3.555  0.45
H  4.568  1.445  2.909  0.29
H  6.367  1.596  -0.994  0.25
H  5.223  2.836  -1.695  0.29
H  6.555  2.104  -2.733  0.44
H  6.180  -0.797  -1.761  0.25
H  6.372  -0.224  -3.484  0.43
H  4.894  -1.228  -3.000  0.25
H  3.684  2.251  -3.451  0.29
H  3.544  0.499  -4.017  0.15
H  5.048  1.462  -4.385  0.44
H  -1.335  -4.429  -2.712  0.34
H  -1.051  -5.934  -1.152  0.36
H  -2.805  -5.443  -1.469  0.33
H  -2.346  -6.278  0.075  0.46
H  0.245  -4.800  0.520  0.26
H  -1.069  -5.267  1.719  0.43
H  -0.513  -3.584  1.588  -0.14
H  -3.817  -3.655  -0.210  0.20
H  -2.942  -2.890  1.157  0.18
H  -3.397  -4.610  1.297  0.45
O  -1.855  3.038  4.033  -0.66
C  -1.473  2.103  3.367  -0.11
O  -1.590  1.957  2.069  0.22
C  -0.786  0.944  4.073  0.03
C  -0.597  0.981  5.451  -0.94
C  0.012  -0.081  6.076  -0.69
C  0.423  -1.161  5.298  -0.74
C  0.208  -1.108  3.912  -0.27
N  -0.367  -0.110  3.309  1.81
H  -0.947  1.856  6.019  0.48
H  0.166  -0.074  7.172  0.33
H  0.918  -2.040  5.754  0.36
H  0.511  -1.929  3.253  0.43
C  -3.840  4.224  -0.792  -1.81
C  -3.065  3.023  -1.162  2.62
C  -3.873  2.150  -2.031  -1.74
C  -1.942  3.503  -2.001  -1.73
P  -2.357  2.029  0.397  0.82
C  -1.263  3.503  1.144  1.43
C  0.140  3.553  0.934  -1.12
C  0.906  4.614  1.443  -0.90
C  0.312  5.627  2.174  -0.84
C  -1.052  5.583  2.398  -0.83
C  -1.824  4.536  1.899  -0.36
C  -4.001  1.175  1.357  2.50
C  -5.233  1.986  1.394  -1.99
C  -4.330  -0.122  0.660  -1.69
C  -3.641  0.917  2.902  -1.60
H  -4.189  4.748  -1.724  0.60
H  -3.204  4.956  -0.229  0.23
H  -4.755  4.004  -0.188  0.15
H  -4.183  2.705  -2.963  0.56
H  -4.822  1.817  -1.533  0.26
H  -3.290  1.241  -2.350  -0.03
H  -2.341  4.030  -2.917  0.59
H  -1.299  2.679  -2.345  0.10
H  -1.294  4.243  -1.442  0.18
H  0.631  2.762  0.356  0.39
H  2.004  4.636  1.260  0.38
H  0.920  6.459  2.577  0.27
H  -1.535  6.384  2.986  0.30
H  -2.907  4.537  2.096  0.30
H  -5.672  2.140  0.371  0.34
H  -5.054  2.975  1.896  0.25
H  -6.022  1.455  1.978  0.51
H  -4.650  0.065  -0.414  0.12
H  -5.178  -0.629  1.190  0.43
H  -3.503  -0.828  0.627  -0.13
H  -3.463  1.894  3.392  0.50
H  -2.605  0.161  3.048  0.18
H  -4.489  0.429  3.429  0.56
O  -2.212  -0.472  1.891  -0.45

Forces on atoms 1 to 3 (eV/Å):
0.9 -3.1 -0.4
-2.3 -0.8 -1.0
-0.1 -0.1 0.5